# C48H53N10O15P

A cluster of 8 separate species, C48H53N10O15P in total at a distorted geometry (wB97M-V/def2-TZVPD, the Open Molecules 2025 dataset).

Output
- Highest occupied orbital energy: -8.58 eV
- Net charge: 0

Geometry as XYZ:
```
127
Properties=species:S:1:pos:R:3:forces:R:3:lowdin_charge:R:1
C -5.242 -33.999 18.944 -0.2 -0.1 0.1 -0.110
N -5.971 -33.254 19.954 -0.3 0.4 -0.6 -0.289
C -6.096 -31.802 19.745 -0.3 -0.5 1.3 -0.083
P -6.216 -33.903 21.462 0.0 0.0 -0.1 0.477
O -7.009 -32.990 22.290 -0.1 0.7 0.4 -0.277
N -6.923 -35.354 21.150 0.2 -0.5 -1.3 -0.312
C -6.759 -36.501 22.007 -1.1 0.6 1.0 -0.116
C -8.194 -35.312 20.418 0.0 1.6 -0.4 -0.099
N -4.786 -34.314 22.222 -0.7 0.5 0.0 -0.316
C -3.814 -35.197 21.657 0.4 -0.9 0.3 -0.142
C -4.268 -33.341 23.168 -0.2 0.5 0.2 -0.107
H -5.662 -35.005 18.890 0.2 -0.1 -0.2 0.074
H -4.180 -34.070 19.183 0.2 0.0 -0.1 0.062
H -5.333 -33.512 17.975 -0.1 0.0 0.0 0.081
H -6.346 -31.427 20.743 0.3 0.4 -0.2 0.073
H -6.935 -31.476 19.121 0.2 -0.5 -0.4 0.084
H -5.158 -31.398 19.377 0.0 0.1 0.0 0.066
H -5.910 -36.324 22.659 0.2 -0.5 -0.1 0.067
H -7.641 -36.515 22.664 0.1 -0.4 0.2 0.091
H -6.749 -37.444 21.465 0.4 0.0 -0.2 0.084
H -8.888 -34.574 20.861 -0.1 -0.8 0.5 0.087
H -8.104 -34.836 19.427 0.5 -0.6 0.0 0.074
H -8.607 -36.307 20.318 -0.2 0.0 0.1 0.080
H -4.283 -36.045 21.155 -0.1 0.2 -0.3 0.076
H -3.100 -34.730 20.976 0.1 0.1 0.0 0.076
H -3.274 -35.659 22.491 0.3 0.1 -0.1 0.088
H -5.072 -32.924 23.774 -0.1 -0.2 0.0 0.072
H -3.816 -32.462 22.684 0.3 -0.3 0.0 0.086
H -3.558 -33.836 23.831 0.1 0.1 -0.1 0.081
O -8.932 -27.073 12.076 -0.4 0.1 -1.4 0.078
N -8.596 -27.090 13.228 0.0 0.3 0.5 -0.357
O -7.846 -27.917 13.679 0.5 -0.4 1.0 0.077
C -9.154 -26.034 14.097 -0.8 0.1 0.2 -0.128
C -9.838 -25.005 13.459 0.2 -0.5 0.1 -0.007
C -10.376 -23.990 14.226 -0.4 0.2 -0.4 -0.071
C -10.410 -24.075 15.609 -0.1 -0.1 -0.8 -0.064
C -9.850 -25.187 16.208 0.9 0.4 1.0 -0.064
C -9.148 -26.137 15.483 0.4 0.2 -0.6 0.001
H -9.985 -25.072 12.392 0.3 0.3 0.0 0.118
H -10.806 -23.140 13.708 -0.1 0.0 0.1 0.109
H -10.900 -23.272 16.137 0.1 -0.1 0.4 0.110
H -9.759 -25.198 17.291 -0.3 -0.3 -0.1 0.114
H -8.535 -26.874 15.975 -0.2 -0.3 0.0 0.095
O -4.867 -25.400 10.973 -0.1 -0.5 0.5 0.068
N -5.158 -26.397 11.628 0.0 0.8 -0.6 -0.342
O -5.184 -26.454 12.839 0.1 0.1 -0.1 0.079
C -5.549 -27.586 10.873 0.3 -0.8 0.1 -0.160
C -5.848 -27.487 9.531 0.4 0.7 -0.1 -0.010
C -6.278 -28.606 8.857 -0.4 -0.7 0.0 -0.068
C -6.330 -29.835 9.512 0.1 -0.2 0.3 -0.065
C -6.001 -29.930 10.866 -0.5 0.5 0.2 -0.061
C -5.607 -28.794 11.548 -0.3 0.6 0.2 -0.018
H -5.664 -26.548 9.025 -0.4 0.1 0.0 0.121
H -6.686 -28.517 7.858 0.4 0.0 -0.1 0.108
H -6.614 -30.742 8.988 -0.2 0.2 0.0 0.105
H -6.255 -30.776 11.492 0.4 -0.4 -0.5 0.108
H -5.429 -28.765 12.614 0.0 -0.2 0.0 0.112
O -1.538 -30.349 15.318 0.7 1.2 0.0 0.110
N -2.205 -31.342 15.277 0.6 -0.4 -0.3 -0.371
O -3.273 -31.476 15.795 -1.8 0.0 1.0 0.073
C -1.692 -32.481 14.555 0.3 -0.8 -0.3 -0.163
C -2.358 -33.690 14.632 -0.3 -0.3 -0.2 -0.002
C -1.921 -34.779 13.880 -0.1 0.6 1.0 -0.055
C -0.746 -34.671 13.137 -0.3 -0.7 0.2 -0.068
C -0.032 -33.495 13.176 -0.4 1.1 -0.7 -0.066
C -0.527 -32.375 13.842 1.1 -0.3 0.1 0.000
H -3.204 -33.794 15.299 -0.1 0.1 -0.2 0.116
H -2.507 -35.676 14.035 0.3 -0.2 -0.5 0.108
H -0.383 -35.541 12.605 0.0 0.1 -0.1 0.109
H 0.817 -33.281 12.540 0.3 -0.6 0.2 0.110
H 0.121 -31.511 13.882 -0.5 0.3 -0.1 0.124
O -9.982 -22.623 23.031 1.0 0.3 -0.1 0.078
N -11.133 -22.972 23.002 -0.4 -0.7 0.3 -0.375
O -12.073 -22.286 23.306 -0.8 0.8 0.1 0.089
C -11.431 -24.348 22.636 0.4 -0.8 -0.7 -0.141
C -12.710 -24.715 22.256 0.0 0.5 -0.2 0.002
C -12.922 -26.018 21.859 -0.3 -1.1 0.6 -0.067
C -11.900 -26.956 21.928 0.8 0.3 -0.8 -0.054
C -10.584 -26.544 22.184 -1.2 -0.7 -0.2 -0.059
C -10.368 -25.245 22.556 0.5 0.5 0.5 -0.009
H -13.513 -23.993 22.193 0.1 0.0 0.2 0.124
H -13.916 -26.367 21.602 0.0 0.3 -0.1 0.089
H -12.045 -27.989 21.634 -0.3 0.1 0.1 0.107
H -9.789 -27.258 22.032 0.2 0.1 0.3 0.097
H -9.365 -24.940 22.827 -0.2 0.2 -0.2 0.081
O -9.599 -28.331 17.758 0.8 -0.6 0.1 0.053
N -8.726 -28.283 18.624 -0.5 0.9 -1.1 -0.326
O -8.931 -27.890 19.737 -1.0 0.0 1.2 0.071
C -7.320 -28.555 18.339 0.2 -0.6 0.1 -0.154
C -6.459 -28.176 19.351 0.3 0.8 0.1 -0.008
C -5.124 -28.455 19.215 0.1 -0.1 -0.4 -0.054
C -4.721 -29.226 18.137 1.2 -0.9 -0.4 -0.088
C -5.567 -29.653 17.128 -1.3 0.9 0.3 -0.058
C -6.901 -29.250 17.218 -0.5 -0.2 0.0 0.001
H -6.811 -27.583 20.182 -0.1 -0.2 -0.1 0.103
H -4.403 -28.064 19.917 0.0 -0.2 0.1 0.112
H -3.704 -29.612 18.099 0.0 0.4 0.0 0.111
H -5.276 -30.248 16.280 0.4 -0.1 0.1 0.090
H -7.656 -29.537 16.494 0.1 0.0 -0.1 0.121
O -5.585 -24.967 20.222 0.4 0.0 -0.4 0.087
N -6.304 -25.039 21.192 0.9 0.3 0.2 -0.362
O -7.485 -25.218 21.150 -1.5 -0.2 -0.1 0.087
C -5.685 -24.917 22.512 0.4 -0.3 0.7 -0.147
C -6.462 -24.534 23.593 -0.4 0.2 -0.8 0.008
C -5.898 -24.417 24.857 -0.7 -0.7 -0.9 -0.046
C -4.604 -24.884 25.012 0.1 -0.1 0.7 -0.076
C -3.817 -25.225 23.924 0.0 -0.7 -0.1 -0.069
C -4.349 -25.260 22.645 0.0 1.5 -0.2 -0.003
H -7.505 -24.345 23.351 0.2 0.3 0.5 0.099
H -6.566 -24.120 25.652 0.3 0.0 0.3 0.113
H -4.225 -25.061 26.012 0.2 0.4 0.0 0.110
H -2.811 -25.584 24.092 0.1 0.2 0.0 0.108
H -3.742 -25.257 21.747 0.1 -0.8 0.1 0.121
O -17.194 -25.826 18.503 -0.7 0.6 -0.2 0.094
N -16.267 -26.362 19.044 0.2 -1.0 1.3 -0.350
O -16.143 -26.506 20.261 -0.1 0.2 -0.8 0.056
C -15.221 -26.912 18.200 0.7 0.0 -0.7 -0.160
C -15.182 -26.547 16.864 -0.2 0.7 0.2 -0.005
C -14.063 -26.849 16.109 -0.3 -0.9 0.0 -0.061
C -13.048 -27.642 16.654 -0.3 0.7 -0.3 -0.058
C -13.098 -27.999 17.997 0.0 -0.4 -0.7 -0.053
C -14.212 -27.670 18.745 0.5 -0.1 0.9 -0.013
H -16.014 -25.959 16.496 0.2 0.0 -0.2 0.119
H -14.025 -26.581 15.061 0.0 0.1 0.1 0.107
H -12.253 -27.919 15.971 0.3 -0.1 0.4 0.106
H -12.286 -28.559 18.443 0.0 0.0 0.0 0.099
H -14.238 -27.973 19.784 -0.2 0.2 0.0 0.110
```
Forces are in eV/Å.

***

# C7H14FN2Zn

A structure of composition C7H14FN2Zn at a distorted geometry (wB97M-V/def2-TZVPD, the Open Molecules 2025 dataset).

Output
- Highest occupied orbital energy (spin up / spin down): -0.43 / -1.08 eV
- Net charge: -1

Geometry as XYZ:
```
25
Properties=species:S:1:pos:R:3:forces:R:3:nbo_charge:R:1
C -1.530 -1.534 -1.150 1.1 -1.9 -1.8 -1.204
Zn -1.447 -0.001 0.222 0.5 -1.0 0.2 1.045
N -1.093 1.111 1.745 -0.5 1.0 3.5 -1.239
N -2.690 1.318 -0.681 0.3 -0.2 -0.9 -1.475
H -0.334 1.612 1.324 0.8 0.5 0.2 0.396
H -1.943 -1.603 0.235 0.1 -0.1 -0.5 -0.103
H -0.903 -2.492 -1.225 -1.2 1.2 0.3 0.244
H -0.907 -0.806 -1.780 -0.9 -0.6 0.7 0.237
H -2.526 -1.602 -1.555 -0.3 -0.5 -0.4 0.205
H -2.075 2.144 -0.767 -0.7 0.2 -0.2 0.335
H -3.599 1.572 -0.291 0.2 0.1 0.2 0.372
H -2.859 0.923 -1.618 0.0 0.4 0.1 0.386
H -1.873 1.761 1.786 -0.2 0.2 0.6 0.371
H -0.826 0.807 2.725 -0.4 0.5 -1.6 0.404
F 4.744 -0.506 -0.046 -0.2 0.3 -0.2 -0.355
C 3.380 -0.377 -0.009 -0.5 0.1 0.1 0.357
C 2.663 -1.405 0.604 -0.3 0.0 0.0 -0.307
C 1.282 -1.275 0.665 0.3 -0.4 0.1 -0.252
C 0.596 -0.204 0.116 -0.8 0.1 0.4 -0.620
C 1.321 0.830 -0.403 2.0 0.0 -0.5 -0.290
C 2.745 0.761 -0.510 -0.3 0.1 0.3 -0.309
H 3.098 -2.313 1.025 0.4 0.5 -0.2 0.212
H 0.710 -2.021 1.217 0.1 -0.2 -0.2 0.193
H 0.749 1.704 -0.703 0.6 0.3 -0.4 0.183
H 3.315 1.597 -0.928 0.0 -0.4 0.1 0.212
```
Forces are in eV/Å.